An isolated molecule of C5H6ClNS, computed with ωB97M-V with the def2-TZVPD basis set.

XYZ file:
```
14
C5H6ClNS ωB97M-V with the def2-TZVPD basis set
C 1.338 0.354 -0.005
C 2.057 1.475 0.000
C -0.170 0.304 0.000
C -2.009 -1.387 -0.005
C -3.159 -0.707 -0.001
H 1.537 2.429 0.037
H 3.135 1.461 -0.001
H 0.007 -1.652 0.006
H -2.025 -2.453 0.016
H -3.238 0.369 0.018
H -4.095 -1.278 0.005
N -0.680 -0.929 0.003
S -1.035 1.711 -0.002
Cl 2.215 -1.175 0.000
```

The value obtained for the molecular weight is 147.63 g/mol. As for the relative energy (zero: lowest compared OMol25 entry of this formula, charge and spin): 21.7 kcal/mol. For the gap between HOMO and LUMO, the calculation gives 8.24 eV. The calculation puts the energy at -1107.215675 Ha. As for the lowest unoccupied orbital energy: -0.361 eV.

***

A structure of composition C35H51MoN5P2Si2 at a distorted geometry, computed with ωB97M-V with the def2-TZVPD basis set.

XYZ file:
```
96
C35H51MoN5P2Si2 ωB97M-V with the def2-TZVPD basis set
Mo -0.534 -0.700 1.007
N -2.259 -2.069 1.068
C -2.776 -2.185 2.466
C -2.999 -0.780 2.986
N -1.800 0.086 2.705
C -0.971 0.362 3.915
C -0.191 -0.887 4.224
N 0.462 -1.326 2.951
H -3.017 -1.774 0.452
H -1.972 -2.989 0.728
H -2.045 -2.731 3.060
H -3.702 -2.759 2.488
H -3.218 -0.784 4.053
H -3.852 -0.333 2.480
H -2.148 0.981 2.365
H -1.596 0.661 4.756
H -0.303 1.191 3.677
H -0.840 -1.686 4.579
H 0.552 -0.708 4.998
H 0.633 -2.331 2.981
H 1.399 -0.916 2.903
C -4.706 -0.837 -0.374
Si -3.677 0.712 -0.483
C -3.911 1.403 -2.173
C -4.193 1.983 0.767
N -1.847 0.364 -0.178
P -0.768 1.478 -0.818
C 0.480 0.768 0.246
P 1.860 -0.308 -0.178
N 0.937 -1.692 0.264
Si 1.591 -3.474 0.460
C 0.099 -4.419 1.018
C 2.913 -3.464 1.745
C 2.204 -4.075 -1.155
C 2.461 -0.278 -1.825
C 2.027 -1.166 -2.811
C 2.599 -1.104 -4.069
C 3.573 -0.148 -4.345
C 3.975 0.764 -3.372
C 3.428 0.704 -2.103
C 3.183 -0.021 0.958
C 2.989 0.776 2.098
C 4.032 0.961 2.990
C 5.263 0.353 2.751
C 5.462 -0.423 1.615
C 4.428 -0.610 0.711
C -1.044 3.163 -0.418
C -0.830 3.559 0.915
C -1.097 4.857 1.299
C -1.583 5.766 0.360
C -1.795 5.381 -0.959
C -1.528 4.081 -1.358
C -0.496 1.193 -2.535
C -1.072 0.074 -3.150
C -0.936 -0.103 -4.516
C -0.209 0.818 -5.263
C 0.403 1.908 -4.648
C 0.259 2.105 -3.286
H -5.662 -0.555 -0.834
H -4.345 -1.675 -0.979
H -4.978 -1.182 0.628
H -4.995 1.528 -2.281
H -3.466 2.389 -2.307
H -3.580 0.748 -2.978
H -5.289 2.008 0.791
H -3.870 1.844 1.799
H -3.860 2.975 0.450
H -0.354 -4.067 1.951
H -0.659 -4.497 0.231
H 0.416 -5.449 1.221
H 2.772 -2.802 2.601
H 2.983 -4.488 2.132
H 3.884 -3.226 1.307
H 1.422 -4.166 -1.911
H 3.027 -3.481 -1.554
H 2.594 -5.084 -0.967
H 1.259 -1.898 -2.598
H 2.292 -1.802 -4.838
H 4.024 -0.114 -5.329
H 4.729 1.506 -3.599
H 3.765 1.397 -1.341
H 2.052 1.301 2.251
H 3.903 1.598 3.856
H 6.079 0.503 3.449
H 6.429 -0.870 1.427
H 4.596 -1.198 -0.184
H -0.428 2.856 1.638
H -0.919 5.176 2.317
H -1.793 6.785 0.661
H -2.165 6.099 -1.680
H -1.698 3.792 -2.387
H -1.645 -0.638 -2.570
H -1.402 -0.949 -5.005
H -0.119 0.689 -6.335
H 0.974 2.614 -5.237
H 0.727 2.962 -2.815
```

The value obtained for the molecular weight is 755.89 g/mol. As for the relative energy (zero: lowest compared OMol25 entry of this formula, charge and spin): 0.0 kcal/mol. For the gap between HOMO and LUMO (alpha / beta), the calculation gives 5.84 / 5.84 eV. The net charge is +4. The calculation puts the energy at -2966.699309 Ha. As for the lowest unoccupied orbital energy (alpha / beta): -13.486 / -13.490 eV.

***

An isolated molecule of C24H34N2O2, computed with ωB97M-V with the def2-TZVPD basis set.

XYZ file:
```
62
C24H34N2O2 ωB97M-V with the def2-TZVPD basis set
C -2.682 1.165 -0.277
N -2.813 2.090 0.824
C -2.406 1.855 2.094
O -2.571 2.672 2.982
C -1.699 0.538 2.360
H -2.102 -0.260 1.739
C -0.193 0.717 2.141
H 0.005 1.032 1.113
H 0.148 1.519 2.799
C 0.619 -0.548 2.441
C 2.116 -0.229 2.426
C 2.942 -1.491 2.673
N 2.625 -2.496 1.679
C 3.552 -2.828 0.750
O 4.685 -2.386 0.793
C 3.123 -3.802 -0.339
C 2.114 -3.206 -1.291
C 2.137 -1.919 -1.613
C 1.200 -1.272 -2.587
C 0.454 -2.306 -3.425
C -0.058 -3.423 -2.524
C 1.124 -4.161 -1.901
H 0.765 -4.868 -1.146
H 1.635 -4.751 -2.669
H -0.674 -4.122 -3.094
H -0.678 -2.995 -1.733
H -0.374 -1.832 -3.956
H 1.133 -2.730 -4.167
H 1.765 -0.597 -3.236
H 0.480 -0.652 -2.039
H 2.872 -1.266 -1.162
H 2.739 -4.720 0.111
H 4.030 -4.060 -0.892
C 1.234 -2.875 1.698
H 1.035 -3.648 0.961
C 0.343 -1.660 1.427
H -0.700 -1.976 1.473
H 0.552 -1.295 0.420
H 1.004 -3.277 2.694
H 4.009 -1.278 2.598
H 2.723 -1.895 3.668
H 2.352 0.512 3.191
H 2.389 0.187 1.454
H 0.348 -0.908 3.440
H -1.874 0.288 3.408
C -3.498 3.337 0.524
C -2.694 4.192 -0.419
C -1.376 4.505 -0.107
C -0.616 5.275 -0.968
C -1.167 5.745 -2.149
C -2.479 5.440 -2.465
C -3.238 4.663 -1.606
H -4.262 4.426 -1.858
H -2.914 5.805 -3.385
H -0.575 6.349 -2.821
H 0.406 5.514 -0.716
H -0.955 4.143 0.819
H -3.628 3.853 1.480
H -4.484 3.118 0.101
H -1.705 0.684 -0.283
H -2.786 1.721 -1.208
H -3.458 0.393 -0.244
```

The value obtained for the molecular weight is 382.55 g/mol. As for the relative energy (zero: lowest compared OMol25 entry of this formula, charge and spin): 3.6 kcal/mol. For the gap between HOMO and LUMO, the calculation gives 9.49 eV. The calculation puts the energy at -1194.955050 Ha. As for the lowest unoccupied orbital energy: 0.557 eV.

***

A cluster of 10 separate species, C18H51BF4NO8 in total at a distorted geometry, computed with ωB97M-V with the def2-TZVPD basis set.

XYZ file:
```
83
C18H51BF4NO8 ωB97M-V with the def2-TZVPD basis set
B -0.524 0.664 -0.656
F -1.576 0.848 -1.511
F -0.536 1.618 0.256
F -0.704 -0.647 -0.054
F 0.633 0.657 -1.447
C 2.181 -2.605 -1.834
C 2.679 -3.021 -3.067
N 3.276 -3.356 -3.994
H 1.257 -3.125 -1.500
H 2.900 -2.669 -1.055
H 1.925 -1.652 -1.884
C -2.821 -3.682 -3.288
C -1.987 -2.562 -2.802
O -2.750 -1.339 -2.801
H -2.883 -3.797 -4.362
H -3.865 -3.774 -2.924
H -2.282 -4.655 -2.999
H -0.803 -2.675 -3.112
H -1.922 -2.877 -1.631
H -2.186 -0.533 -2.597
C -4.699 -1.764 3.024
C -3.640 -0.875 2.218
O -3.028 -1.652 1.150
H -3.980 -2.450 3.450
H -5.445 -2.255 2.235
H -5.140 -1.167 3.978
H -2.977 -0.593 2.969
H -4.184 -0.027 2.061
H -2.310 -1.251 0.594
C 0.923 -4.507 1.729
C -0.218 -3.570 1.210
O -1.246 -3.525 2.155
H 0.841 -5.436 1.659
H 1.278 -4.191 2.666
H 1.820 -4.468 1.158
H -0.679 -3.864 0.317
H 0.144 -2.646 0.933
H -1.815 -2.789 1.980
C 2.497 -0.522 1.578
C 3.883 -0.933 1.767
O 3.875 -2.275 1.456
H 2.489 0.674 1.836
H 1.768 -1.102 2.162
H 2.236 -0.678 0.584
H 4.136 -0.597 2.826
H 4.701 -0.426 1.241
H 4.580 -2.667 1.936
C 4.523 1.243 -3.936
C 3.427 1.561 -2.960
O 2.296 0.958 -3.397
H 5.480 1.318 -3.495
H 4.168 1.673 -4.611
H 4.726 0.174 -4.364
H 3.493 2.605 -2.871
H 3.570 1.001 -1.900
H 1.653 1.002 -2.896
C 1.129 5.045 2.758
C 0.511 4.256 1.508
O 1.321 3.149 1.309
H 0.460 5.745 3.043
H 1.994 5.708 2.578
H 1.498 4.295 3.570
H 0.534 4.930 0.695
H -0.382 4.038 1.567
H 0.685 2.423 0.938
C -2.435 4.228 -4.660
C -2.432 3.609 -3.291
O -1.205 2.836 -3.205
H -3.156 4.806 -4.539
H -2.478 3.433 -5.557
H -1.459 4.875 -4.640
H -3.234 2.926 -3.176
H -2.647 4.315 -2.489
H -1.229 2.604 -2.287
C -1.259 1.910 4.456
C -0.333 0.830 4.058
O -0.165 -0.103 5.032
H -1.245 2.683 3.680
H -0.975 2.454 5.425
H -2.357 1.392 4.355
H 0.606 1.260 4.043
H -0.457 0.540 2.960
H -0.450 -0.985 4.688
```

The value obtained for the molecular weight is 496.41 g/mol. As for the relative energy (zero: lowest compared OMol25 entry of this formula, charge and spin): 60.8 kcal/mol. For the gap between HOMO and LUMO, the calculation gives 9.46 eV. The net charge is -1. The calculation puts the energy at -1797.273180 Ha. As for the lowest unoccupied orbital energy: 2.479 eV.

***

A structure of composition C46H44Cl4N4O5W at a distorted geometry, computed with ωB97M-V with the def2-TZVPD basis set.

XYZ file:
```
104
C46H44Cl4N4O5W ωB97M-V with the def2-TZVPD basis set
W 0.875 0.658 1.114
C -1.167 -4.473 -5.293
O -0.969 -3.665 -4.150
C -1.874 -2.668 -3.918
C -2.902 -2.316 -4.774
C -3.782 -1.300 -4.420
C -3.664 -0.676 -3.192
C -2.643 -1.038 -2.324
C -1.716 -1.998 -2.696
N -0.673 -2.445 -1.873
C -0.047 -1.823 -0.824
N 0.303 -2.696 0.129
C 0.878 -2.550 1.401
C 1.075 -1.332 2.058
C 1.671 -1.460 3.326
C 2.011 -2.669 3.902
C 1.727 -3.858 3.251
C 1.146 -3.790 2.006
O 0.795 -4.928 1.297
C -0.153 -5.754 1.965
N 0.140 -0.527 -0.722
C 0.166 0.204 -1.952
C -0.639 1.318 -2.125
C -0.581 2.062 -3.292
C 0.284 1.684 -4.302
C 1.105 0.576 -4.147
C 1.058 -0.168 -2.977
O 1.863 -1.232 -2.727
C 2.788 -1.605 -3.733
H -0.400 -5.242 -5.255
H -1.056 -3.895 -6.214
H -2.151 -4.949 -5.279
H -3.033 -2.835 -5.713
H -4.574 -1.025 -5.103
H -4.373 0.083 -2.889
H -2.577 -0.605 -1.336
H -0.340 -3.364 -2.120
H 0.161 -3.673 -0.082
H 1.874 -0.573 3.908
H 2.490 -2.687 4.872
H 1.952 -4.817 3.697
H 0.308 -6.301 2.790
H -0.522 -6.468 1.231
H -0.987 -5.162 2.351
H -1.321 1.585 -1.327
H -1.205 2.938 -3.406
H 0.348 2.259 -5.216
H 1.793 0.314 -4.939
H 3.320 -2.468 -3.341
H 3.502 -0.803 -3.938
H 2.273 -1.882 -4.658
Cl 6.032 0.551 -3.401
C 4.713 1.046 -2.409
C 4.094 2.273 -2.645
Cl 4.677 3.319 -3.884
C 3.004 2.663 -1.864
Cl 2.233 4.182 -2.106
C 2.534 1.810 -0.883
O 1.459 2.028 -0.113
C 3.175 0.581 -0.614
O 2.659 -0.102 0.373
C 4.266 0.205 -1.388
Cl 5.025 -1.309 -1.078
C -1.801 -0.524 4.046
C -2.779 -0.602 2.869
C -2.341 -1.593 1.788
C -3.062 0.776 2.290
C -4.393 1.161 2.318
C -4.797 2.425 1.939
C -3.827 3.336 1.573
C -2.479 3.010 1.496
C -1.583 4.183 1.120
C -1.016 4.077 -0.298
C -0.477 4.442 2.144
C -2.064 1.672 1.797
N -0.766 1.235 1.589
H -1.680 -1.502 4.515
H -2.185 0.170 4.796
H -0.829 -0.178 3.713
H -3.728 -0.964 3.273
H -1.452 -1.214 1.299
H -3.129 -1.717 1.042
H -2.118 -2.571 2.221
H -5.131 0.447 2.662
H -5.841 2.708 1.968
H -4.122 4.352 1.340
H -2.238 5.058 1.133
H -0.266 3.297 -0.352
H -0.545 5.019 -0.585
H -1.810 3.860 -1.016
H 0.267 3.659 2.098
H -0.889 4.474 3.154
H 0.012 5.396 1.937
C 3.370 3.050 4.732
C 3.862 2.955 3.439
C 3.166 2.231 2.481
C 1.955 1.581 2.761
C 1.495 1.697 4.083
C 2.182 2.407 5.051
H 3.897 3.629 5.480
H 4.789 3.446 3.173
H 3.594 2.191 1.486
H 0.547 1.243 4.357
H 1.785 2.468 6.057
```

The value obtained for the molecular weight is 1058.53 g/mol. As for the relative energy (zero: lowest compared OMol25 entry of this formula, charge and spin): 3.3 kcal/mol. For the gap between HOMO and LUMO, the calculation gives 6.61 eV. The calculation puts the energy at -4282.429232 Ha. As for the lowest unoccupied orbital energy: -1.122 eV.

***

A cluster of 2 separate species, C3H11N4 in total at a distorted geometry, computed with ωB97M-V with the def2-TZVPD basis set.

XYZ file:
```
18
C3H11N4 ωB97M-V with the def2-TZVPD basis set
C 0.928 3.183 -1.095
N -0.657 0.552 0.903
C 0.099 1.182 0.048
N -0.078 2.421 -0.357
H 0.612 3.374 -2.119
H 1.855 2.615 -1.121
H 1.118 4.133 -0.601
H -1.247 1.084 1.532
H -0.341 -0.468 1.160
H 0.962 0.644 -0.330
H -0.879 2.957 -0.059
N -0.396 -3.839 -0.221
C -0.579 -2.586 0.252
N 0.079 -1.995 1.183
H 0.171 -4.493 0.299
H -1.188 -4.278 -0.670
H -1.434 -2.066 -0.180
H 0.978 -2.420 1.374
```

The value obtained for the molecular weight is 103.15 g/mol. As for the relative energy (zero: lowest compared OMol25 entry of this formula, charge and spin): 3.0 kcal/mol. For the gap between HOMO and LUMO, the calculation gives 10.72 eV. The net charge is +1. The calculation puts the energy at -339.714845 Ha. As for the lowest unoccupied orbital energy: -2.698 eV.

***

An isolated molecule of C6H8 at a distorted geometry, computed with ωB97M-V with the def2-TZVPD basis set.

XYZ file:
```
14
C6H8 ωB97M-V with the def2-TZVPD basis set
C -1.637 0.952 -0.245
C -0.419 0.303 -0.660
C 0.937 0.801 0.039
C 1.546 -0.472 0.489
C 0.586 -1.418 0.648
C -0.610 -1.026 -0.029
H -1.874 1.124 0.793
H -2.317 1.353 -0.994
H -0.323 0.273 -1.748
H 0.637 1.398 0.905
H 1.583 1.421 -0.591
H 2.615 -0.626 0.515
H 0.733 -2.414 1.055
H -1.456 -1.683 -0.166
```

The value obtained for the molecular weight is 80.13 g/mol. As for the relative energy (zero: lowest compared OMol25 entry of this formula, charge and spin): 67.2 kcal/mol. For the gap between HOMO and LUMO (alpha / beta), the calculation gives 8.02 / 7.55 eV. The calculation puts the energy at -233.279946 Ha. As for the lowest unoccupied orbital energy (alpha / beta): 0.333 / 0.521 eV.

***

An isolated molecule of C17H23N3O3 at a distorted geometry, computed with ωB97M-V with the def2-TZVPD basis set.

XYZ file:
```
46
C17H23N3O3 ωB97M-V with the def2-TZVPD basis set
C 1.830 -0.467 0.841
C 1.518 0.402 -0.451
C 2.131 0.304 2.145
C 3.372 1.172 1.991
C 1.047 1.071 2.863
C 0.502 2.393 2.394
C 0.575 -0.123 -2.732
C 1.304 0.719 -3.748
C -0.826 0.455 -2.622
C -1.784 -0.595 -2.030
C -2.319 -1.711 -2.679
C -2.296 -0.630 -0.676
C -3.130 -1.736 -0.567
C -2.220 0.225 0.466
C -3.971 -2.007 0.537
C -3.025 -0.059 1.540
C -3.936 -1.134 1.614
H 2.443 -2.170 -0.035
H 3.313 -1.795 1.271
H 0.907 -1.070 0.939
H 2.389 -0.517 2.832
H 3.658 1.619 2.994
H 3.252 1.990 1.281
H 4.283 0.622 1.696
H 0.201 0.413 3.121
H 1.429 1.297 3.888
H -0.145 2.370 1.505
H 1.333 3.065 2.115
H -0.108 2.827 3.164
H 0.970 -1.346 -1.156
H 0.537 -1.118 -3.207
H -1.113 0.750 -3.613
H -0.797 1.287 -1.898
H -2.342 -2.044 -3.720
H -3.296 -3.363 -1.904
H -1.401 1.003 0.496
H -4.695 -2.828 0.494
H -3.054 0.583 2.397
H -4.569 -1.266 2.474
H 2.152 1.717 -2.380
N 2.917 -1.378 0.423
N 1.247 -0.432 -1.467
N -3.149 -2.378 -1.806
O 1.610 1.624 -0.510
O 1.094 0.602 -4.952
O 2.162 1.659 -3.331
```

The value obtained for the molecular weight is 317.39 g/mol. As for the relative energy (zero: lowest compared OMol25 entry of this formula, charge and spin): 47.8 kcal/mol. For the gap between HOMO and LUMO, the calculation gives 8.57 eV. The calculation puts the energy at -1051.599530 Ha. As for the lowest unoccupied orbital energy: 0.267 eV.

***

An isolated molecule of C6H10, computed with ωB97M-V with the def2-TZVPD basis set.

XYZ file:
```
16
C6H10 ωB97M-V with the def2-TZVPD basis set
C 1.014 0.416 1.175
C 1.410 1.178 -0.027
C 0.422 -0.023 -0.158
C -1.051 0.244 -0.425
C -1.817 -1.053 -0.185
C 1.102 -0.919 -1.038
H 0.318 0.888 1.863
H 1.748 -0.239 1.634
H 2.418 1.077 -0.419
H 0.947 2.141 -0.225
H -1.179 0.564 -1.466
H -1.431 1.048 0.219
H -2.873 -0.974 -0.458
H -1.750 -1.355 0.867
H -1.360 -1.844 -0.790
H 2.081 -1.148 -0.568
```

The value obtained for the molecular weight is 82.15 g/mol. As for the relative energy (zero: lowest compared OMol25 entry of this formula, charge and spin): 91.3 kcal/mol. For the gap between HOMO and LUMO, the calculation gives 8.67 eV. The calculation puts the energy at -234.456962 Ha. As for the lowest unoccupied orbital energy: 0.310 eV.